(1)
{
  "formula": "C5H7N",
  "method": "ωB97M-V/def2-TZVPD",
  "species": ["C", "C", "C", "C", "C", "N", "H", "H", "H", "H", "H", "H", "H"],
  "coordinates": [[-0.7450, -0.7673, 1.3323], [-0.5006, -1.4452, 0.1958], [0.0594, 0.3016, 0.7848], [0.5193, 1.4471, 1.2151], [0.2684, -0.1012, -1.7997], [0.3925, -0.5618, -0.3667], [-1.1959, -0.8239, 2.3399], [-0.7076, -2.4017, -0.2951], [1.1672, 2.0430, 0.6163], [0.2990, 1.9375, 2.1347], [1.1716, 0.2771, -2.2722], [-0.5046, -0.7522, -2.2745], [-0.2236, 0.8470, -1.6106]],
  "atomic_forces_ev_per_a": [[-1.2, 0.0, 1.2], [-0.7, -2.0, -0.1], [0.8, -0.4, 0.2], [0.5, 0.9, -0.6], [-1.8, 0.8, 2.4], [1.5, 1.5, -1.3], [0.3, -0.5, -1.1], [-0.2, 0.2, 0.5], [0.6, 0.2, -0.6], [-0.6, -0.2, 0.6], [0.3, -1.3, -0.3], [1.3, 0.4, -0.3], [-0.7, 0.4, -0.6]],
  "mulliken_charge": [-0.6799, -0.2320, 0.5035, -0.8337, -0.7929, -0.1524, 0.3278, 0.4205, 0.2594, 0.2914, 0.3055, 0.3045, 0.2783],
  "relative_energy_ev": 3.423,
  "spin_multiplicity": 1,
  "e_lumo_ev": 1.1,
  "gap_ev": 9.13,
  "homo_ev": -8.0
}

=====

(2)
{
  "formula": "C35H28AuF3P2",
  "method": "ωB97M-V/def2-TZVPD",
  "species": ["Au", "C", "C", "P", "C", "C", "C", "C", "C", "C", "C", "C", "C", "C", "C", "C", "P", "C", "C", "C", "C", "C", "C", "C", "C", "C", "C", "C", "C", "H", "H", "H", "H", "H", "H", "H", "H", "H", "H", "H", "H", "H", "H", "H", "H", "H", "H", "H", "H", "H", "H", "H", "H", "F", "C", "F", "F", "C", "C", "C", "C", "C", "C", "C", "C", "H", "H", "H", "H"],
  "coordinates": [[-1.5888, 0.0436, -1.3867], [1.4951, -1.7899, -2.8593], [0.1100, -2.1809, -3.3774], [-1.2181, -2.0974, -2.1192], [-0.7064, -3.2598, -0.8197], [-1.1427, -3.0165, 0.4807], [-0.7969, -3.8792, 1.5104], [-0.0034, -4.9866, 1.2503], [0.4447, -5.2318, -0.0404], [0.0945, -4.3730, -1.0708], [-2.6209, -2.8777, -2.9709], [-2.6300, -4.2358, -3.2832], [-3.6979, -4.7853, -3.9729], [-4.7645, -3.9826, -4.3575], [-4.7643, -2.6317, -4.0464], [-3.6970, -2.0804, -3.3507], [1.5670, -0.1153, -2.0518], [3.3808, -0.0568, -1.7858], [3.8873, -0.8503, -0.7548], [5.2437, -0.8654, -0.4720], [6.1131, -0.0672, -1.2036], [5.6165, 0.7435, -2.2128], [4.2586, 0.7480, -2.5053], [1.3132, 1.0100, -3.4697], [1.7021, 0.7353, -4.7808], [1.4517, 1.6458, -5.7956], [0.8112, 2.8461, -5.5111], [0.4209, 3.1306, -4.2117], [0.6657, 2.2141, -3.1977], [2.2252, -1.8621, -3.6688], [1.8199, -2.4939, -2.0908], [0.1240, -3.1838, -3.8130], [-0.2103, -1.5004, -4.1719], [-1.7476, -2.1404, 0.6839], [-1.1407, -3.6798, 2.5167], [0.2730, -5.6559, 2.0546], [1.0702, -6.0910, -0.2450], [0.4584, -4.5738, -2.0715], [-1.8093, -4.8729, -2.9745], [-3.7011, -5.8417, -4.2078], [-5.5989, -4.4145, -4.8948], [-5.5966, -2.0049, -4.3377], [-3.6974, -1.0277, -3.0933], [3.2082, -1.4502, -0.1571], [5.6211, -1.4897, 0.3278], [7.1720, -0.0705, -0.9800], [6.2875, 1.3768, -2.7792], [3.8845, 1.3867, -3.2958], [2.2133, -0.1904, -5.0188], [1.7582, 1.4207, -6.8092], [0.6141, 3.5553, -6.3048], [-0.0889, 4.0579, -3.9839], [0.3326, 2.4269, -2.1884], [-3.2276, 9.3994, -0.7307], [-3.0106, 8.6798, 0.3830], [-1.9370, 9.2201, 0.9973], [-4.0622, 8.8948, 1.2011], [-2.8128, 7.2222, 0.0998], [-2.5426, 6.3678, 1.1629], [-2.3381, 5.0220, 0.9314], [-2.4042, 4.5058, -0.3678], [-2.6864, 5.3756, -1.4229], [-2.8874, 6.7264, -1.1920], [-2.1649, 3.1165, -0.6146], [-1.9599, 1.9443, -0.8504], [-2.4846, 6.7616, 2.1697], [-2.1175, 4.3522, 1.7512], [-2.7372, 4.9811, -2.4287], [-3.0984, 7.3934, -2.0160]],
  "atomic_forces_ev_per_a": [[0.0, 0.0, 0.0], [0.0, 0.0, 0.0], [0.0, 0.0, 0.0], [0.0, 0.0, 0.0], [0.0, 0.0, 0.0], [0.0, 0.0, 0.0], [0.0, 0.0, 0.0], [0.0, 0.0, 0.0], [0.0, 0.0, 0.0], [0.0, 0.0, 0.0], [0.0, 0.0, 0.0], [0.0, 0.0, 0.0], [0.0, 0.0, 0.0], [0.0, 0.0, 0.0], [0.0, 0.0, 0.0], [0.0, 0.0, 0.0], [0.1, -0.1, 0.0], [0.0, 0.0, 0.0], [0.0, 0.0, 0.0], [0.0, 0.0, 0.0], [0.0, 0.0, 0.0], [0.0, 0.0, 0.0], [0.0, 0.0, 0.0], [-0.1, 0.0, 0.0], [0.0, 0.0, 0.0], [0.0, 0.0, 0.0], [0.0, 0.0, 0.0], [0.0, 0.0, 0.0], [0.0, 0.0, 0.0], [0.0, 0.0, 0.0], [0.0, 0.0, 0.0], [0.0, 0.0, 0.0], [0.0, 0.0, 0.0], [0.0, 0.0, 0.0], [0.0, 0.0, 0.0], [0.0, 0.0, 0.0], [0.0, 0.0, 0.0], [0.0, 0.0, 0.0], [0.0, 0.0, 0.0], [0.0, 0.0, 0.0], [0.0, 0.0, 0.0], [0.0, 0.0, 0.0], [0.0, 0.0, 0.0], [0.0, 0.0, 0.0], [0.0, 0.0, 0.0], [0.0, 0.0, 0.0], [0.0, 0.0, 0.0], [0.0, 0.0, 0.0], [0.0, 0.0, 0.0], [0.0, 0.0, 0.0], [0.0, 0.0, 0.0], [0.0, 0.0, 0.0], [0.0, 0.0, 0.0], [0.0, 0.0, 0.0], [0.0, 0.0, 0.0], [0.0, 0.0, 0.0], [0.0, 0.0, 0.0], [0.0, 0.0, 0.0], [0.0, 0.0, 0.0], [0.0, 0.0, 0.0], [0.1, 0.0, 0.0], [0.0, 0.0, 0.0], [0.0, 0.0, 0.0], [0.0, 0.0, 0.0], [0.0, 0.0, 0.0], [0.0, 0.0, 0.0], [0.0, 0.0, 0.0], [0.0, 0.0, 0.0], [0.0, 0.0, 0.0]],
  "mulliken_charge": [0.1555, -1.3627, -1.0257, 0.3948, 0.6702, -0.4563, -0.7015, -0.4803, -0.9213, -0.0896, 0.7344, -0.2972, -0.7220, -0.4277, -0.6507, -0.4295, 0.2807, 0.3818, -0.5346, -0.6179, -0.4892, -0.6378, -0.4102, 0.3195, 0.1705, -0.6919, -0.4544, -0.6454, -0.7442, 0.6433, 0.5955, 0.6419, 0.4961, 0.3026, 0.4156, 0.3997, 0.4012, 0.3353, 0.2603, 0.3982, 0.3819, 0.3950, 0.2383, 0.4084, 0.3845, 0.3676, 0.3973, 0.3246, 0.3476, 0.3997, 0.3870, 0.4448, 0.5410, -0.2846, 0.8329, -0.2559, -0.2540, 0.3782, -0.8049, -0.5623, 0.6836, -0.4889, -0.5504, -0.0490, -0.5875, 0.3673, 0.4465, 0.4608, 0.4437],
  "relative_energy_ev": 0.000,
  "spin_multiplicity": 1,
  "e_lumo_ev": 0.4,
  "gap_ev": 8.29,
  "homo_ev": -7.9
}

=====

(3)
{
  "formula": "C6H15NO6P",
  "method": "ωB97M-V/def2-TZVPD",
  "species": ["C", "C", "C", "C", "C", "C", "N", "O", "O", "O", "O", "O", "O", "P", "H", "H", "H", "H", "H", "H", "H", "H", "H", "H", "H", "H", "H", "H", "H"],
  "coordinates": [[-1.6462, 0.6893, -2.4144], [-0.7443, 1.1795, 1.1801], [1.5842, 0.4485, 1.4144], [-1.6575, 0.4002, 2.1401], [2.8097, 0.0288, 0.6083], [-0.3817, 0.0404, -2.1097], [0.3426, 0.4913, 0.6813], [-0.5597, -2.6038, -3.0161], [0.9034, -2.3141, -0.8972], [-1.4953, -1.8982, -0.6269], [-2.5167, -0.5302, 1.5125], [3.0364, 0.8907, -0.4607], [0.7460, 0.5682, -2.1764], [-0.4811, -1.8391, -1.7511], [-1.4690, 1.5906, -3.0068], [-1.9388, 0.9467, -1.3022], [-2.3890, -0.0385, -2.7720], [-0.4741, 2.1187, 1.6393], [-1.1916, 1.4329, 0.3157], [1.7036, 1.3776, 1.7846], [1.5880, -0.2409, 2.3252], [-0.9976, 0.0382, 2.9877], [-2.4674, 1.0436, 2.5986], [3.6903, 0.0797, 1.0309], [2.7633, -0.9982, 0.2696], [0.1056, -0.3643, 0.2842], [-1.9499, -1.1095, 0.9409], [0.6698, -2.1772, 0.0091], [2.4170, 0.7491, -1.1891]],
  "atomic_forces_ev_per_a": [[-1.2, 0.3, 2.8], [-0.6, -0.2, 2.8], [-0.2, -3.8, 0.5], [-1.3, 1.3, 1.0], [-4.2, -0.1, -2.7], [0.6, -2.3, -0.3], [3.7, -0.3, 0.5], [0.0, 0.3, 0.2], [-0.3, 0.8, -2.2], [-0.1, 0.2, -0.8], [1.6, -0.9, -0.2], [0.3, 0.9, -1.4], [1.6, 0.5, -0.5], [0.5, -1.0, 1.5], [-0.4, -0.2, -0.1], [-0.6, 0.3, -2.2], [0.2, 0.6, -0.2], [0.5, 0.3, 0.4], [-2.8, 1.2, -2.5], [0.8, 3.3, 1.3], [-0.2, 0.4, -0.6], [-0.7, -0.3, -0.7], [1.4, 0.1, -0.1], [4.2, 0.3, 3.6], [-0.6, -0.5, -0.2], [-0.6, -1.3, -0.9], [-0.9, 0.2, -0.1], [-0.2, -0.1, 0.9], [-0.3, 0.0, 0.3]],
  "mulliken_charge": [-0.8614, -1.0208, -0.5950, -0.3354, -0.6827, 0.7511, 0.4025, -0.7221, -0.5569, -0.7414, -0.5192, -0.6062, -0.5511, 0.6461, 0.3120, 0.0924, 0.3245, 0.4604, 0.2931, 0.5208, 0.1782, 0.1658, 0.3435, 0.6187, 0.1895, -0.4568, 0.4789, 0.4212, 0.4501],
  "spin_multiplicity": 3,
  "s_squared": 2.008,
  "e_lumo_ev": [3.4, 1.3],
  "total_charge": -1,
  "gap_ev": [5.86, 6.53],
  "homo_ev": [-2.4, -5.2]
}

=====

(4)
{
  "formula": "C20H29N3O5S",
  "method": "ωB97M-V/def2-TZVPD",
  "species": ["C", "O", "C", "O", "N", "C", "C", "C", "C", "S", "O", "O", "N", "C", "C", "C", "C", "O", "N", "C", "C", "C", "C", "C", "C", "C", "C", "C", "C", "H", "H", "H", "H", "H", "H", "H", "H", "H", "H", "H", "H", "H", "H", "H", "H", "H", "H", "H", "H", "H", "H", "H", "H", "H", "H", "H", "H", "H"],
  "coordinates": [[-3.7050, -5.5969, 0.4900], [-3.0598, -4.5920, -0.2796], [-3.1999, -3.3103, 0.1428], [-3.8254, -2.9794, 1.1139], [-2.5298, -2.5047, -0.7274], [-2.3498, -1.1252, -0.6796], [-2.8819, -0.3372, 0.3395], [-2.6342, 1.0221, 0.3504], [-1.8782, 1.5956, -0.6541], [-1.4175, 3.3198, -0.5352], [-1.0634, 3.7945, -1.8412], [-2.4130, 4.0280, 0.2153], [-0.0147, 3.3450, 0.3669], [-0.1386, 3.1137, 1.7879], [0.2299, 1.6859, 2.1876], [1.6366, 1.2968, 1.7024], [1.5871, -0.0518, 0.9723], [0.5659, -0.5474, 0.5391], [2.7934, -0.6352, 0.8377], [2.9873, -1.8532, 0.0744], [3.2598, -1.5403, -1.4027], [4.6230, -0.8826, -1.5950], [5.7260, -1.7720, -1.0294], [5.4875, -2.0412, 0.4533], [4.1202, -2.6866, 0.6735], [2.1891, 2.3508, 0.7274], [1.1176, 2.7197, -0.2891], [-1.3821, 0.8305, -1.6929], [-1.6163, -0.5299, -1.7058], [-2.9457, -6.2697, 0.8898], [-4.2626, -5.1349, 1.3066], [-4.3821, -6.1468, -0.1638], [-2.0591, -2.9892, -1.4799], [-3.4649, -0.7971, 1.1193], [-3.0294, 1.6532, 1.1308], [0.5007, 3.8321, 2.3150], [-1.1734, 3.3392, 2.0458], [-0.4824, 0.9914, 1.7354], [0.1572, 1.5869, 3.2710], [2.3257, 1.2011, 2.5478], [3.6171, -0.1669, 1.1779], [2.0400, -2.3997, 0.1488], [3.2260, -2.4741, -1.9670], [2.4667, -0.8900, -1.7762], [4.7962, -0.7059, -2.6580], [4.6408, 0.0883, -1.0941], [6.6984, -1.2958, -1.1685], [5.7370, -2.7203, -1.5711], [6.2644, -2.7032, 0.8407], [5.5575, -1.1020, 1.0082], [4.1102, -3.6682, 0.1966], [3.9399, -2.8307, 1.7406], [3.0619, 1.9626, 0.1985], [2.4967, 3.2424, 1.2750], [1.4996, 3.4233, -1.0340], [0.7991, 1.8079, -0.8118], [-0.8327, 1.3160, -2.4844], [-1.2183, -1.1404, -2.5033]],
  "atomic_forces_ev_per_a": [[-0.2, -0.1, 0.3], [0.2, 0.2, -0.2], [0.0, -0.3, -0.1], [-0.1, 0.2, 0.2], [0.3, -0.3, -0.4], [-0.1, 0.4, 0.1], [0.0, 0.0, 0.1], [-0.1, 0.0, 0.0], [0.2, 0.8, 0.0], [0.1, 0.2, 0.1], [0.2, -0.4, 0.0], [0.0, -0.3, 0.2], [-0.9, 0.1, -0.6], [-0.2, -0.1, 0.7], [-0.1, 0.1, 0.0], [-0.1, -0.1, 0.0], [0.2, 0.4, 0.4], [-0.2, -0.1, -0.2], [0.5, -0.3, 0.0], [-0.3, -0.3, -0.2], [0.0, 0.2, 0.2], [0.0, -0.3, -0.2], [0.0, 0.3, 0.2], [0.0, -0.3, -0.2], [0.0, 0.2, 0.1], [-0.2, 0.0, 0.0], [0.6, 0.0, -0.6], [0.0, -0.1, -0.1], [-0.1, 0.0, 0.1], [0.0, 0.0, 0.0], [0.1, -0.1, -0.1], [0.1, 0.0, 0.0], [-0.1, 0.0, 0.2], [0.0, 0.0, 0.0], [-0.1, 0.0, 0.1], [-0.1, 0.0, 0.0], [0.1, 0.0, 0.2], [0.1, 0.1, 0.1], [0.0, 0.0, 0.0], [0.0, 0.0, -0.1], [-0.1, 0.1, 0.1], [0.2, 0.1, 0.0], [0.0, -0.1, -0.1], [-0.1, -0.1, 0.0], [0.0, 0.1, 0.0], [0.0, 0.1, 0.0], [0.0, -0.1, -0.1], [0.0, -0.1, -0.1], [0.0, 0.1, 0.1], [0.1, 0.1, 0.1], [0.0, -0.1, 0.0], [-0.1, -0.1, 0.0], [0.0, 0.1, 0.0], [0.1, 0.0, 0.0], [0.1, -0.2, 0.0], [0.1, 0.0, 0.0], [0.1, 0.0, -0.1], [0.0, -0.1, -0.1]],
  "mulliken_charge": [-0.6346, -0.3883, 0.6408, -0.6245, -0.0652, 0.9325, -0.4232, -0.9980, -0.0020, 1.3302, -0.7444, -0.7351, 0.0768, -1.0689, -0.3842, 0.4370, -0.2317, -0.5469, 0.0646, -0.2524, -0.7805, -0.4669, -0.7444, -0.5903, -1.0321, -1.2800, -0.0944, -0.7811, -0.6539, 0.2220, 0.3449, 0.2237, 0.2030, 0.5443, 0.5135, 0.3216, 0.4865, -0.0494, 0.4250, 0.6979, 0.3197, 0.3408, 0.4356, 0.3014, 0.4078, 0.1046, 0.3600, 0.3268, 0.3291, 0.3089, 0.4038, 0.3705, 0.4883, 0.4049, 0.3440, -0.0195, 0.5471, 0.3343],
  "smiles": "COC(=O)Nc1ccc(S(=O)(=O)N2CCC(C(=O)NC3CCCCC3)CC2)cc1",
  "relative_energy_ev": 0.553,
  "spin_multiplicity": 1,
  "e_lumo_ev": 0.5,
  "gap_ev": 9.10,
  "homo_ev": -8.6
}

=====

Respective strongest force on any atom values: 3.14, 0.10, 5.51, 1.06 eV/Å.